# 1
{"formula": "C12H33AgO7S4", "method": "wB97M-V/def2-TZVPD", "elements": ["Ag", "C", "C", "O", "H", "H", "H", "H", "H", "O", "C", "C", "O", "H", "H", "H", "H", "C", "S", "O", "C", "H", "H", "H", "H", "H", "H", "C", "S", "O", "C", "H", "H", "H", "H", "H", "H", "C", "S", "O", "C", "H", "H", "H", "H", "H", "H", "C", "S", "O", "C", "H", "H", "H", "H", "H", "H"], "coordinates": [[0.29, -0.15, -0.36], [4.51, -0.52, -1.86], [3.60, 0.66, -2.35], [2.22, 0.39, -2.53], [4.13, -0.99, -0.95], [5.56, -0.32, -1.65], [4.57, -1.37, -2.54], [4.02, 1.12, -3.25], [3.74, 1.49, -1.66], [-1.16, -0.49, -2.30], [-2.52, -0.85, -2.44], [-3.33, -0.59, -3.74], [-2.62, -0.69, -4.95], [-2.99, -0.28, -1.64], [-2.56, -1.90, -2.19], [-3.82, 0.38, -3.68], [-4.20, -1.25, -3.75], [4.31, 1.25, 1.47], [2.71, 1.83, 2.09], [1.71, 1.32, 1.05], [2.55, 0.65, 3.56], [4.67, 0.41, 2.06], [4.96, 2.13, 1.56], [4.16, 0.87, 0.46], [2.70, -0.38, 3.24], [1.58, 0.86, 4.01], [3.42, 0.88, 4.18], [-0.01, -3.69, -1.47], [1.41, -3.60, -0.19], [1.33, -2.21, 0.56], [0.76, -4.98, 0.84], [0.32, -4.46, -2.17], [-0.26, -2.78, -2.01], [-0.91, -4.02, -0.95], [1.18, -5.94, 0.52], [-0.33, -4.91, 0.84], [0.96, -4.81, 1.90], [-2.88, 2.67, -1.35], [-2.19, 3.97, -0.22], [-3.09, 3.67, 0.99], [-0.53, 3.12, -0.09], [-2.96, 1.74, -0.79], [-2.28, 2.72, -2.26], [-3.91, 3.03, -1.36], [0.00, 3.52, 0.77], [0.17, 3.05, -0.92], [-0.67, 2.07, 0.14], [-3.73, 0.22, 1.66], [-2.15, -0.11, 2.58], [-1.06, 0.04, 1.53], [-2.26, 1.39, 3.65], [-3.96, -0.62, 1.00], [-3.65, 1.09, 1.00], [-4.58, 0.33, 2.33], [-1.90, 2.33, 3.24], [-1.70, 1.21, 4.57], [-3.33, 1.50, 3.83]], "mulliken_charge": [1.06, -1.05, -0.38, -0.75, 0.12, 0.39, 0.35, 0.33, 0.09, -0.35, -0.21, -0.59, -1.00, -0.15, 0.18, 0.03, 0.29, -0.48, 0.33, -0.32, -0.91, 0.32, 0.36, -0.22, 0.24, 0.22, 0.43, -0.88, 0.45, -0.62, -0.94, 0.37, 0.28, 0.27, 0.30, 0.28, 0.35, -0.33, 0.27, -0.63, -0.34, -0.52, 0.46, 0.46, 0.29, 0.48, -0.23, -0.90, 0.31, -0.45, -1.00, 0.35, 0.17, 0.45, 0.27, 0.35, 0.37], "energy_ev": -74640.36886, "charge": -2, "homo_energy_ha": 0.04565, "max_force_ha_per_bohr": 0.06812, "homo_lumo_gap_ev": 2.3135}

# 2
{"formula": "C26H74N6O11", "method": "wB97M-V/def2-TZVPD", "elements": ["C", "O", "N", "N", "H", "H", "H", "H", "C", "O", "N", "N", "H", "H", "H", "H", "C", "O", "N", "N", "H", "H", "H", "H", "C", "C", "O", "H", "H", "H", "H", "H", "H", "C", "C", "C", "O", "H", "H", "H", "H", "H", "H", "H", "H", "C", "C", "C", "O", "H", "H", "H", "H", "H", "H", "H", "H", "C", "C", "C", "O", "H", "H", "H", "H", "H", "H", "H", "H", "C", "C", "C", "O", "H", "H", "H", "H", "H", "H", "H", "H", "C", "C", "C", "O", "H", "H", "H", "H", "H", "H", "H", "H", "C", "C", "C", "O", "H", "H", "H", "H", "H", "H", "H", "H", "C", "C", "C", "O", "H", "H", "H", "H", "H", "H", "H", "H"], "coordinates": [[-3.95, 0.58, 1.00], [-3.49, 1.62, 1.46], [-3.41, -0.53, 0.80], [-5.20, 0.42, 0.63], [-2.45, -0.71, 1.05], [-4.06, -1.28, 0.61], [-5.72, 1.28, 0.65], [-5.62, -0.50, 0.59], [-1.84, -5.01, 1.09], [-2.00, -6.11, 0.52], [-2.17, -4.79, 2.32], [-1.36, -3.93, 0.48], [-2.09, -3.89, 2.77], [-2.60, -5.54, 2.85], [-1.20, -3.86, -0.51], [-1.01, -3.23, 1.12], [1.89, -1.16, 5.21], [2.29, -2.09, 5.90], [1.55, -0.03, 5.72], [1.71, -1.23, 3.95], [1.03, 0.58, 5.11], [1.80, 0.18, 6.68], [1.85, -2.18, 3.62], [1.32, -0.44, 3.45], [1.64, -1.82, -3.99], [2.47, -0.51, -3.82], [2.55, -0.24, -2.47], [1.59, -1.99, -5.07], [0.64, -1.67, -3.57], [2.18, -2.61, -3.46], [2.03, 0.27, -4.44], [3.48, -0.76, -4.17], [3.22, -0.82, -2.08], [-1.45, 2.61, 5.04], [-0.28, 2.79, 4.12], [0.94, 3.42, 4.77], [0.09, 1.49, 3.84], [-1.84, 3.50, 5.53], [-1.23, 1.94, 5.86], [-2.34, 2.21, 4.56], [-0.58, 3.19, 3.15], [1.08, 3.16, 5.82], [0.91, 4.51, 4.75], [1.89, 3.14, 4.33], [-0.23, 1.39, 2.94], [2.24, 4.47, -2.79], [0.79, 4.76, -2.72], [-0.04, 3.85, -1.73], [0.79, 6.03, -2.13], [2.45, 3.41, -2.92], [2.76, 4.82, -1.90], [2.71, 5.07, -3.57], [0.36, 4.80, -3.73], [-1.09, 4.11, -1.55], [0.52, 3.87, -0.79], [0.06, 2.83, -2.10], [1.07, 6.70, -2.75], [1.20, -0.60, 0.65], [0.24, 0.53, 0.20], [-0.62, -0.06, -0.90], [-0.51, 0.87, 1.36], [2.03, -0.19, 1.22], [1.52, -1.24, -0.17], [0.69, -1.25, 1.36], [0.77, 1.46, -0.04], [0.03, -0.35, -1.73], [-1.43, 0.57, -1.29], [-0.93, -1.05, -0.57], [-1.38, 1.12, 1.05], [-4.66, 4.27, -2.73], [-3.43, 3.89, -3.65], [-3.43, 2.36, -3.75], [-3.77, 4.35, -4.95], [-4.48, 4.14, -1.66], [-5.61, 3.80, -3.01], [-4.97, 5.31, -2.86], [-2.46, 4.24, -3.28], [-3.18, 1.88, -2.80], [-2.85, 1.94, -4.57], [-4.48, 2.10, -3.86], [-4.04, 5.26, -4.84], [-5.20, -1.20, -3.97], [-4.51, -2.41, -3.35], [-3.24, -2.01, -2.67], [-5.39, -3.03, -2.44], [-4.55, -0.58, -4.59], [-5.80, -0.62, -3.27], [-5.94, -1.66, -4.62], [-4.18, -3.04, -4.18], [-3.29, -1.13, -2.04], [-2.58, -1.69, -3.48], [-2.78, -2.78, -2.05], [-6.24, -2.79, -2.81], [3.27, -5.81, -0.53], [2.46, -4.58, -0.13], [3.15, -3.99, 1.14], [2.49, -3.75, -1.27], [3.41, -6.55, 0.26], [4.24, -5.59, -0.97], [2.64, -6.29, -1.28], [1.45, -4.95, -0.03], [4.21, -3.89, 0.88], [3.10, -4.68, 1.99], [2.75, -3.08, 1.57], [1.64, -3.84, -1.73], [4.64, -0.38, 2.26], [5.81, 0.16, 3.08], [7.14, -0.11, 2.45], [5.70, 1.53, 3.16], [4.81, -1.43, 2.02], [4.51, 0.15, 1.32], [3.70, -0.31, 2.80], [5.75, -0.21, 4.11], [7.88, 0.10, 3.23], [7.21, 0.43, 1.51], [7.29, -1.16, 2.20], [5.55, 1.77, 2.24]], "lowdin_spin": [0.07, 0.02, 0.05, 0.03, 0.03, 0.06, 0.01, 0.05, 0.06, 0.01, 0.06, 0.04, 0.08, 0.01, 0.01, 0.04, 0.01, 0.01, 0.00, 0.01, 0.00, 0.00, 0.01, 0.00, 0.01, 0.00, 0.00, 0.00, 0.00, 0.00, 0.00, 0.00, 0.00, 0.01, 0.00, 0.00, 0.01, 0.00, 0.00, 0.00, 0.00, 0.00, 0.00, 0.00, 0.00, 0.00, 0.00, 0.00, 0.00, 0.00, 0.00, 0.00, 0.00, 0.00, 0.00, 0.00, 0.00, 0.01, 0.00, 0.01, 0.02, 0.00, 0.00, 0.02, 0.00, 0.00, 0.00, 0.01, 0.00, 0.00, 0.00, 0.00, 0.00, 0.00, 0.00, 0.00, 0.00, 0.00, 0.00, 0.00, 0.00, 0.01, 0.02, 0.02, 0.04, 0.00, 0.01, 0.00, 0.00, 0.00, 0.00, 0.01, 0.01, 0.00, 0.01, 0.01, 0.01, 0.00, 0.00, 0.00, 0.00, 0.00, 0.00, 0.00, 0.01, 0.00, 0.00, 0.00, 0.00, 0.00, 0.00, 0.00, 0.00, 0.00, 0.00, 0.00, 0.00], "energy_ev": -59623.62641, "charge": -1, "homo_energy_ha": [0.00525, -0.25394], "spin_multiplicity": 2, "max_force_ha_per_bohr": 0.14085, "homo_lumo_gap_ev": [1.8746, 8.8895], "s_squared": 0.75}